Below is a molecular structure, C19H32F4N2OSbTi, with properties calculated with ωB97M-V/def2-TZVPD.

```
60
Properties=species:S:1:pos:R:3:mulliken_charge:R:1
Ti -0.3767 -0.2504 0.9341 0.530
C -3.0126 -2.0628 1.0317 -0.829
C -3.2956 -0.7966 0.2135 -0.715
N -2.5019 0.3799 0.6425 0.433
C -3.1493 1.1442 1.7356 -0.547
C -3.5363 0.3244 2.9533 -1.268
C -2.2646 1.2917 -0.5093 -1.139
C -1.2221 2.3576 -0.1963 -0.932
N -0.0697 1.6619 0.3622 0.585
C 1.1246 2.3035 0.5601 -0.156
C 2.2382 1.4925 0.8087 0.033
F 2.0148 0.1304 0.7661 -0.210
C 3.5001 1.9610 1.0781 -0.112
F 4.4803 1.0801 1.3132 -0.334
C 3.7435 3.3206 1.1047 -0.598
C 2.6698 4.1536 0.8470 0.078
F 2.8474 5.4750 0.8661 -0.312
C 1.3971 3.6748 0.5845 0.653
F 0.4071 4.5616 0.3807 -0.314
H -3.7535 -2.2450 1.8060 0.379
H -2.9929 -2.9380 0.3836 0.365
H -2.0436 -2.0141 1.5448 0.008
H -3.0287 -0.9878 -0.8263 0.515
H -4.3658 -0.5633 0.2148 0.328
H -2.4503 1.9265 2.0321 0.288
H -4.0409 1.6406 1.3322 0.287
H -2.6982 -0.2683 3.3240 0.202
H -3.8495 1.0032 3.7462 0.440
H -4.3704 -0.3451 2.7514 0.319
H -1.8820 0.6750 -1.3293 0.354
H -3.1983 1.7525 -0.8512 0.459
H -0.9839 2.8691 -1.1340 0.547
H -1.6267 3.1224 0.4716 0.476
H 4.7252 3.7179 1.3138 0.527
C -0.5094 -0.9090 5.4035 -1.303
Sb 0.4701 -0.1607 3.6672 0.709
C 2.4562 -0.8131 4.0741 -1.244
C 0.6830 1.8827 4.2295 -1.272
H 0.1130 -0.7128 6.2747 0.404
H -0.6713 -1.9809 5.3073 0.411
H -1.4694 -0.4114 5.5281 0.402
H 2.7552 -0.4583 5.0588 0.469
H 3.1311 -0.4098 3.3207 0.285
H 2.5034 -1.9007 4.0541 0.380
H 1.0092 1.9500 5.2658 0.486
H -0.2665 2.4019 4.1097 0.383
H 1.4236 2.3477 3.5793 0.292
C 0.9155 -3.6144 -1.6857 -0.671
C 1.9182 -3.7395 -0.5380 -0.752
C 1.1902 -3.0691 0.6159 -0.185
O 0.2950 -2.0978 -0.0019 0.045
C 0.3474 -2.2303 -1.4498 -0.417
H 0.1316 -4.3680 -1.5991 0.292
H 1.3772 -3.7047 -2.6664 0.399
H 2.8347 -3.1980 -0.7747 0.279
H 2.1769 -4.7705 -0.3080 0.386
H 1.8546 -2.5364 1.2953 0.086
H 0.5736 -3.7689 1.1812 0.284
H 1.0026 -1.4535 -1.8499 0.277
H -0.6634 -2.0926 -1.8327 0.235
```

Results
electronic energy	-65766.34088	eV
⟨S²⟩	2.004
multiplicity	3
largest force on an atom	0.3	eV/Å
frontier orbital gap (alpha / beta)	7.8 / 8.3	eV
HOMO (alpha / beta)	-10.0 / -10.6	eV
total charge	+1

Below is a molecular structure, F4H8N2O12PtS4, with properties calculated with ωB97M-V/def2-TZVPD.

```
31
Properties=species:S:1:pos:R:3:mulliken_charge:R:1
Pt -2.1267 11.7309 -30.2144 1.818
N -3.2434 12.6980 -28.7429 0.231
S -3.5408 12.6755 -27.2585 0.797
O -4.6991 11.8992 -26.8245 -0.577
O -3.1525 13.8183 -26.3962 -0.573
F -2.4384 11.5722 -26.9601 -0.308
S -4.0978 14.1760 -28.9799 0.867
O -3.2938 15.3370 -29.2157 -0.577
O -5.3830 14.4008 -28.2960 -0.502
F -4.6872 13.8433 -30.4576 -0.247
N -3.6118 10.9079 -31.4787 0.266
S -3.9927 11.2840 -33.1592 0.862
O -4.4434 12.6577 -33.3788 -0.551
O -4.5146 10.2764 -34.0527 -0.509
F -2.4578 11.3673 -33.6974 -0.305
S -4.7873 10.0558 -31.3574 0.797
O -4.6161 8.6545 -31.7321 -0.616
O -6.1267 10.6665 -31.3657 -0.548
F -4.5419 9.9603 -29.7685 -0.317
O -1.7985 9.9056 -29.0254 -0.485
H -0.9073 9.5626 -28.9600 0.227
H -2.2840 9.4443 -28.3414 0.243
O -1.8292 13.5318 -31.5067 -0.467
H -0.9588 13.9232 -31.4331 0.192
H -2.3350 14.1655 -32.0155 0.237
O -0.5348 10.7628 -31.4701 -0.441
H -0.1444 11.1016 -32.2758 0.240
H -0.0945 9.9256 -31.3237 0.248
O -0.2395 12.2714 -29.1944 -0.493
H 0.3228 12.8565 -29.7021 0.244
H 0.2952 12.0177 -28.4421 0.249
```

Results
electronic energy	-85129.47147	eV
⟨S²⟩	2.004
multiplicity	3
largest force on an atom	13.4	eV/Å
energy above the lowest of the compared OMol25 structures with the same formula, charge and spin	3.091	eV
frontier orbital gap (alpha / beta)	8.2 / 8.3	eV
HOMO (alpha / beta)	-10.0 / -10.2	eV
total charge	0

Below is a molecular structure, C4H9N2, with properties calculated with ωB97M-V/def2-TZVPD.

```
15
Properties=species:S:1:pos:R:3:mulliken_charge:R:1
C 2.0099 0.7822 0.2876 -0.100
C -1.1494 1.0615 -0.1546 -1.231
C -0.8527 -1.4420 0.2594 -1.288
C -0.3866 -0.2274 -0.4591 0.356
N 1.9266 -0.6568 0.1835 -0.523
N 0.9762 -0.0066 -0.2842 0.636
H 1.8594 0.9388 1.4010 0.285
H 2.6850 1.3066 -0.4144 0.276
H -2.1113 1.0048 -0.7331 0.364
H -1.2361 1.1735 0.9047 0.380
H -0.4996 1.8923 -0.5328 0.366
H -0.4862 -2.2772 -0.2447 0.432
H -1.9506 -1.5837 0.3378 0.350
H -0.3940 -1.4111 1.2451 0.386
H -0.3907 -0.5549 -1.7962 0.311
```

Results
electronic energy	-7262.55987	eV
largest force on an atom	5.6	eV/Å
energy above the lowest of the compared OMol25 structures with the same formula, charge and spin	5.582	eV
frontier orbital gap	9.8	eV
HOMO	-16.4	eV
total charge	+1

Below is 2 unconnected molecules or ions with the total composition C4H10OS, with properties calculated with ωB97M-V/def2-TZVPD.

```
16
Properties=species:S:1:pos:R:3:mulliken_charge:R:1
C 3.8154 0.0247 -0.5058 -0.534
O 3.0455 -0.4315 0.5654 -0.298
S 1.5335 -0.9864 0.1993 -0.028
C 0.3444 0.3512 0.2076 -0.725
H 4.1318 -0.7454 -1.2296 0.276
H 4.7063 0.6331 -0.0806 0.222
H 3.3045 0.9359 -1.0031 0.230
H -0.6132 -0.1779 0.0131 0.008
H 0.2661 0.7394 1.1623 0.390
H 0.3880 1.0129 -0.7133 0.355
C -3.9612 -0.6809 0.0777 -0.427
C -3.0021 0.2045 0.3317 -0.452
H -4.7525 -0.8882 0.7489 0.236
H -4.1075 -1.2542 -0.8628 0.218
H -2.9552 0.8300 1.2473 0.190
H -2.1438 0.4325 -0.1580 0.339
```

Results
electronic energy	-17189.80508	eV
SMILES string	COSC.C=C
largest force on an atom	3.8	eV/Å
energy above the lowest of the compared OMol25 structures with the same formula, charge and spin	3.020	eV
frontier orbital gap	9.6	eV
HOMO	-8.7	eV
total charge	0

Below is 4 unconnected molecules or ions with the total composition C15H42BrN3O3, with properties calculated with ωB97M-V/def2-TZVPD.

```
64
Properties=species:S:1:pos:R:3:mulliken_charge:R:1
Br -3.8928 18.7718 15.9601 -0.774
C -1.7367 12.8060 16.2653 -0.846
N -2.7033 13.3352 15.1612 -0.141
C -2.4008 12.5132 13.9176 -0.875
C -4.1588 13.1483 15.6938 -0.771
C -2.3651 14.8216 14.8811 0.096
C -3.2543 15.4161 13.7720 -0.596
O -4.5421 15.7912 14.2805 -0.457
H -1.8573 13.3869 17.1797 0.349
H -0.6752 12.9631 16.0737 0.360
H -2.0551 11.7713 16.3919 0.410
H -2.6682 11.4726 14.1011 0.425
H -1.3488 12.5870 13.6419 0.320
H -3.1458 12.7363 13.1540 0.400
H -4.1677 12.0632 15.7971 0.436
H -4.8081 13.4473 14.8709 0.399
H -4.4156 13.7725 16.5496 0.272
H -1.2905 14.8389 14.6990 0.180
H -2.4493 15.2558 15.8773 0.160
H -3.4046 14.9448 12.8007 0.310
H -2.8036 16.3547 13.4495 0.326
H -4.5047 16.7359 14.4472 0.181
C -0.8743 18.2692 21.0743 -1.052
N -1.0147 16.7311 20.9765 0.098
C -0.0098 16.2810 22.0231 -0.926
C -2.4188 16.2811 21.4545 -0.913
C -0.7062 16.1087 19.5816 -1.002
C -1.0958 16.9324 18.3713 0.132
O -2.4791 16.9132 18.3191 -0.446
H -1.0849 18.5866 22.0956 0.443
H -1.6772 18.7416 20.5083 0.382
H 0.1576 18.5581 20.8749 0.404
H -0.4847 16.3504 23.0017 0.373
H 0.9374 16.8134 21.9359 0.379
H 0.1075 15.2141 21.8333 0.430
H -3.2587 16.6129 20.8441 0.284
H -2.5922 16.6533 22.4642 0.412
H -2.3958 15.2073 21.6405 0.459
H -1.1512 15.1150 19.5302 0.358
H 0.3760 15.9880 19.5317 0.433
H -0.6857 16.5090 17.4544 0.136
H -0.7246 17.9571 18.3549 0.561
H -2.6582 17.5271 17.6032 -0.017
C 1.6094 17.1658 15.3012 -0.991
N 1.9903 18.3277 14.3217 -0.115
C 2.7329 19.5042 15.0511 -0.887
C 2.9881 17.8318 13.1887 -0.835
C 0.7094 18.8011 13.5498 -0.549
C -0.2847 19.7811 14.4025 -0.620
O -0.7220 19.1223 15.6110 -0.028
H 2.5534 16.7457 15.6485 0.426
H 1.0899 16.4222 14.6968 0.428
H 1.1003 17.5543 16.1832 0.323
H 3.6412 19.1155 15.5116 0.383
H 2.0414 19.8253 15.8301 0.385
H 3.0207 20.2954 14.3588 0.347
H 3.8156 17.4423 13.7818 0.395
H 3.2875 18.7096 12.6161 0.388
H 2.4219 17.1215 12.5862 0.367
H 0.3169 17.8631 13.1572 0.387
H 1.0092 19.3894 12.6826 0.392
H -1.1432 20.1136 13.8188 0.462
H 0.2693 20.6964 14.6105 0.348
H -1.6750 19.2319 15.6473 -0.099
```

Results
electronic energy	-96874.45828	eV
largest force on an atom	2.5	eV/Å
energy above the lowest of the compared OMol25 structures with the same formula, charge and spin	1.745	eV
frontier orbital gap	7.5	eV
HOMO	-12.5	eV
total charge	+2

Below is a molecular structure, C4H4LiMgO2Rb, with properties calculated with ωB97M-V/def2-TZVPD.

```
13
Properties=species:S:1:pos:R:3:mulliken_charge:R:1
O -1.6811 -0.9121 -1.7369 -0.930
C -0.8902 -0.0823 -1.1086 -0.199
C -0.0498 -0.2850 -0.0835 0.238
Li -2.6593 -0.7496 -3.2276 0.903
Rb -3.2195 -2.5270 0.0700 0.962
H -0.7709 1.0365 -1.3586 0.155
C 1.8987 0.5963 1.3646 0.377
C 0.5729 0.9052 0.8062 -0.953
O 2.4318 -0.5195 1.2563 -0.347
H 2.4651 1.4056 1.8552 0.412
H 0.6539 1.8567 0.2486 0.408
H -0.0605 1.1296 1.6871 0.324
Mg 1.3090 -1.8543 0.2274 0.651
```

Results
electronic energy	-14598.12545	eV
largest force on an atom	2.4	eV/Å
energy above the lowest of the compared OMol25 structures with the same formula, charge and spin	0.352	eV
frontier orbital gap	6.7	eV
HOMO	-14.4	eV
total charge	+2

Below is a molecular structure, C10H16Cl2GaN2, with properties calculated with ωB97M-V/def2-TZVPD.

```
31
Properties=species:S:1:pos:R:3:mulliken_charge:R:1
Ga 1.3878 -0.2773 0.6417 0.412
Cl 0.6864 -2.3321 0.1934 -0.541
Cl 2.8549 0.1179 2.2714 -0.542
C 2.4985 0.3074 -0.7076 -1.494
H 3.0243 1.2306 -0.4782 0.390
H 3.0625 -0.4625 -1.2306 0.361
C 0.1079 0.9652 -0.5468 -0.784
C 1.1309 0.6710 -1.4903 0.678
H 0.2866 1.8676 0.0597 0.497
C 0.8054 -0.4499 -2.5117 -0.674
H 1.3469 1.5756 -2.0824 0.371
C -0.5198 -0.1299 -3.1707 -0.878
H 1.6248 -0.5208 -3.2415 0.338
H 0.7372 -1.4021 -1.9655 0.096
C -1.6474 -0.0779 -2.1401 -0.625
H -0.4424 0.8468 -3.6578 0.339
H -0.7475 -0.8651 -3.9483 0.382
C -1.3408 0.7670 -0.8853 -0.746
H -2.5454 0.3365 -2.6080 0.316
H -1.9106 -1.0964 -1.8312 0.284
H -1.7744 1.7691 -1.0178 0.365
H -1.8671 0.3404 -0.0199 0.127
N -0.1683 -1.3202 2.9335 -0.095
C -0.8520 -1.0778 4.0591 -0.142
C -1.2870 0.2413 3.9846 -0.857
C -0.8198 0.7349 2.7601 -0.201
N -0.1000 -0.2226 2.1386 0.229
H 0.2468 -2.1962 2.6323 0.163
H -0.9594 -1.8306 4.8240 0.417
H -1.8419 0.7788 4.7179 0.376
H -0.9772 1.7116 2.3175 0.438
```

Results
electronic energy	-91032.72737	eV
largest force on an atom	5.0	eV/Å
energy above the lowest of the compared OMol25 structures with the same formula, charge and spin	0.000	eV
frontier orbital gap	5.8	eV
HOMO	-2.7	eV
total charge	-1

Below is 2 unconnected molecules or ions with the total composition C7H10BrN, with properties calculated with ωB97M-V/def2-TZVPD.

```
19
Properties=species:S:1:pos:R:3:mulliken_charge:R:1
C -1.4260 1.3562 -1.5889 -0.693
C -1.6276 1.0382 -0.3114 0.539
C -1.4664 1.8509 0.9241 -1.347
Br -2.6300 -0.5017 0.0337 -0.165
H -0.9944 2.4330 -1.7589 0.210
H -1.7758 0.6511 -2.3681 0.285
H -1.0735 1.3551 1.7336 0.416
H -2.4323 2.2658 1.2746 0.341
H -0.9564 2.6756 0.5635 0.389
C 1.5303 0.6008 0.0296 -1.043
C 0.8850 -0.4859 0.0800 0.631
N 0.0954 -1.3850 0.2649 -0.171
C 0.1190 -2.7299 0.1472 0.079
C 1.1071 -3.5034 -0.3004 -0.719
H 1.5773 1.0262 -1.0696 0.204
H 2.0989 1.0033 0.8547 0.306
H -0.6717 -3.3343 0.7360 0.252
H 1.1191 -4.6297 -0.3995 0.268
H 1.8820 -3.0712 -0.9966 0.217
```

Results
electronic energy	-78949.33107	eV
SMILES string	C=C(C)Br.C=C=NC=C
largest force on an atom	4.7	eV/Å
energy above the lowest of the compared OMol25 structures with the same formula, charge and spin	2.986	eV
frontier orbital gap	8.9	eV
HOMO	-8.3	eV
total charge	0